--- P ---
Molecular formula: C4H6O
Method: DFT, wB97M-V/def2-TZVPD

- HOMO level: -9.46 eV

```
11
C4H6O (wB97M-V/def2-TZVPD)
O 2.946 -0.097 0.116
C 1.939 -0.247 -0.385
C -0.087 0.265 1.015
C -0.766 1.005 -0.094
C -1.111 -0.325 0.490
H 0.342 -1.331 -1.412
H 0.614 0.330 1.830
H -1.389 1.866 0.154
H -0.294 1.068 -1.085
H -1.838 -1.118 0.530
H -0.354 -1.417 -1.159
```

Mulliken atomic charge list, values in e, 4 entries: atom 1 (O): -0.2012, atom 2 (C): 0.1441, atom 3 (C): -0.3081, atom 4 (C): -0.3827

***

--- Q ---
Molecular formula: C4H6O
Method: DFT, wB97M-V/def2-TZVPD

- HOMO level: -8.91 eV

```
11
C4H6O (wB97M-V/def2-TZVPD)
C 0.237 0.047 -1.124
C 0.211 -1.003 -0.331
C -0.138 -0.565 1.090
O -0.369 0.818 1.068
C -0.151 1.189 -0.298
H 0.486 0.018 -2.137
H 0.203 -2.066 -0.624
H 0.794 -0.723 1.741
H -0.921 -1.179 1.646
H -1.041 1.527 -0.848
H 0.689 1.936 -0.185
```

Mulliken atomic charge list, values in e, 4 entries: atom 1 (C): -0.4564, atom 2 (C): -0.2431, atom 3 (C): -0.3330, atom 4 (O): -0.3303

***

The structure with the least stability is P.

***

--- P ---
Molecular formula: C4H6O
Method: DFT, wB97M-V/def2-TZVPD

- HOMO level: -10.20 eV

```
11
C4H6O (wB97M-V/def2-TZVPD)
C -2.150 -0.235 -0.004
C -1.151 0.390 0.285
C 0.142 -0.263 0.678
C 1.143 0.028 -0.417
O 1.236 1.414 -0.622
H -2.892 -0.964 -0.205
H -0.005 -1.361 0.752
H 0.405 0.102 1.662
H 0.831 -0.495 -1.343
H 2.119 -0.349 -0.119
H 0.321 1.733 -0.667
```

Mulliken atomic charge list, values in e, 4 entries: atom 1 (C): -0.2300, atom 2 (C): -0.4308, atom 3 (C): -0.2435, atom 4 (C): -0.3844

***

--- Q ---
Molecular formula: C4H6O
Method: DFT, wB97M-V/def2-TZVPD

- HOMO level: -8.36 eV

```
11
C4H6O (wB97M-V/def2-TZVPD)
C -1.756 -1.663 0.386
C -1.042 -0.717 -0.220
C 0.191 -0.183 0.260
C 0.898 0.704 -0.482
O 1.699 1.663 -0.053
H -2.699 -2.137 0.081
H -1.460 -2.080 1.456
H -1.293 -0.582 -1.315
H 0.241 0.071 1.347
H 0.599 0.652 -1.576
H 1.279 1.929 0.772
```

Mulliken atomic charge list, values in e, 4 entries: atom 1 (C): -0.7222, atom 2 (C): 0.0320, atom 3 (C): -0.2960, atom 4 (C): 0.1401

***

--- R ---
Molecular formula: C4H6O
Method: DFT, wB97M-V/def2-TZVPD

- HOMO level: -9.08 eV

```
11
C4H6O (wB97M-V/def2-TZVPD)
C -2.202 -1.045 -0.770
C -1.067 -0.806 -0.173
C 0.038 -0.506 0.462
O 0.344 0.800 0.744
C 1.635 1.186 0.323
H -3.128 -1.131 -0.207
H -2.264 -1.147 -1.852
H 0.736 -1.267 0.823
H 1.796 0.952 -0.737
H 2.419 0.698 0.921
H 1.693 2.267 0.466
```

Mulliken atomic charge list, values in e, 4 entries: atom 1 (C): -0.6250, atom 2 (C): 0.2092, atom 3 (C): -0.2430, atom 4 (O): -0.3141

***

The structure with the least stability is P.

***

--- P ---
Molecular formula: C7H9FN2
Method: DFT, wB97M-V/def2-TZVPD

- HOMO level (alpha / beta): -7.00 / -7.28 eV

```
19
C7H9FN2 (wB97M-V/def2-TZVPD)
C 1.928 1.415 0.337
C -0.822 -0.859 0.526
C 0.734 1.735 -0.236
C -2.289 -2.701 1.099
C -1.148 -1.965 1.264
C 0.321 3.148 -0.629
C 0.973 -1.315 -1.038
N -0.049 0.820 -0.759
N 0.036 -0.509 -0.278
F 2.355 2.278 1.370
H -2.615 -3.482 1.805
H -2.796 -2.672 0.239
H -0.710 -1.888 2.257
H -0.364 3.028 -1.441
H -0.240 3.628 0.170
H 1.141 3.847 -0.793
H 0.641 -1.521 -2.056
H 1.870 -0.769 -1.208
H 1.033 -2.217 -0.630
```

Mulliken atomic charge list, values in e, 4 entries: atom 1 (C): -0.4941, atom 2 (C): 0.4280, atom 3 (C): 1.0636, atom 4 (C): -0.8478

***

--- Q ---
Molecular formula: C7H9FN2
Method: DFT, wB97M-V/def2-TZVPD

- HOMO level: -8.65 eV

```
19
C7H9FN2 (wB97M-V/def2-TZVPD)
H 4.926 -1.424 0.821
N 4.135 -0.908 0.568
C 2.927 -0.864 0.590
C 1.418 -1.723 0.822
F 0.413 -2.596 0.915
C 1.493 -0.425 0.458
C 0.860 0.750 -0.129
C -0.347 0.509 -0.924
C -1.436 -0.189 -0.220
C -2.587 0.753 0.227
N -0.584 0.987 -2.052
H -1.532 0.877 -2.381
H 0.396 1.259 0.824
H 1.494 1.388 -0.670
H -1.970 -0.831 -0.917
H -1.139 -0.609 0.654
H -2.965 1.480 -0.481
H -3.375 0.193 0.741
H -2.128 1.372 1.154
```

Mulliken atomic charge list, values in e, 4 entries: atom 1 (H): 0.2415, atom 2 (N): -0.4731, atom 3 (C): 0.1706, atom 4 (C): -0.2521

***

The structure with the least stability is P.

***

--- P ---
Molecular formula: C3H11N2S
Method: DFT, wB97M-V/def2-TZVPD

- HOMO level: -12.27 eV
- Total charge: +1

```
17
C3H11N2S (wB97M-V/def2-TZVPD)
C -2.173 -1.260 -0.973
C -2.955 -0.315 -0.058
S -1.922 1.140 0.366
H -1.803 -0.560 -1.675
H -2.613 -2.207 -1.387
H -1.316 -1.749 -0.381
H -3.853 0.169 -0.480
H -3.204 -0.969 0.811
H -1.935 0.748 1.590
N 1.603 0.347 0.248
C 2.795 0.721 -0.213
N 3.769 0.798 0.638
H 1.455 0.128 1.305
H 0.914 0.212 -0.497
H 2.832 1.372 -1.059
H 4.656 1.087 0.252
H 3.749 0.337 1.512
```

Mulliken atomic charge list, values in e, 4 entries: atom 1 (C): -0.9015, atom 2 (C): -0.3700, atom 3 (S): -0.2573, atom 4 (H): 0.2883

***

--- Q ---
Molecular formula: C3H11N2S
Method: DFT, wB97M-V/def2-TZVPD

- HOMO level: -12.96 eV
- Total charge: +1

```
17
C3H11N2S (wB97M-V/def2-TZVPD)
C 0.198 -3.249 -1.300
C -0.394 -2.175 -0.382
S 0.933 -0.918 0.098
H 0.330 -2.814 -2.295
H 1.100 -3.621 -0.833
H -0.550 -4.043 -1.384
H -0.665 -2.706 0.526
H -1.213 -1.597 -0.793
H 1.740 -1.202 -0.973
N -0.545 1.627 1.000
C -0.381 2.844 0.516
N -0.002 3.947 1.149
H -0.730 1.413 1.970
H 0.094 0.958 0.492
H -0.156 2.846 -0.554
H 0.629 4.580 0.694
H -0.387 4.113 2.068
```

Mulliken atomic charge list, values in e, 4 entries: atom 1 (C): -1.2549, atom 2 (C): -0.2578, atom 3 (S): -0.3478, atom 4 (H): 0.3603

***

--- R ---
Molecular formula: C3H11N2S
Method: DFT, wB97M-V/def2-TZVPD

- HOMO level: -14.10 eV
- Total charge: +1

```
17
C3H11N2S (wB97M-V/def2-TZVPD)
C -1.689 -1.784 0.298
C -1.022 -0.637 1.155
C 1.286 -0.125 0.580
N 2.320 0.482 -0.002
N 0.057 0.101 0.462
S 0.101 2.552 -1.706
H -2.103 -2.588 0.932
H -2.481 -1.410 -0.333
H -0.963 -2.236 -0.378
H -0.552 -1.184 2.051
H -1.701 0.123 1.516
H 1.635 -0.912 1.284
H 3.279 0.131 0.225
H 2.302 1.238 -0.670
H -0.836 3.121 -2.334
H -0.356 0.848 -0.269
H 0.722 2.280 -2.811
```

Mulliken atomic charge list, values in e, 4 entries: atom 1 (C): -0.9708, atom 2 (C): -0.4715, atom 3 (C): 0.3311, atom 4 (N): -0.2373

***

The structure with the least stability is P.

***

--- P ---
Molecular formula: C3H11N2S
Method: DFT, wB97M-V/def2-TZVPD

- HOMO level: -12.65 eV
- Total charge: +1

```
17
C3H11N2S (wB97M-V/def2-TZVPD)
C 1.979 -2.679 -0.686
C 0.790 -1.888 -0.083
S 1.221 -0.110 0.032
H 2.900 -2.328 -0.217
H 2.081 -2.454 -1.746
H 1.956 -3.751 -0.509
H -0.020 -1.999 -0.799
H 0.593 -2.295 0.904
H 2.536 -0.118 -0.325
N -1.316 1.235 1.192
C -1.634 2.072 0.243
N -2.545 1.785 -0.665
H -1.858 0.403 1.380
H -0.382 1.300 1.595
H -0.997 2.932 0.083
H -2.871 2.485 -1.306
H -2.938 0.865 -0.773
```

Mulliken atomic charge list, values in e, 4 entries: atom 1 (C): -1.2049, atom 2 (C): -0.2881, atom 3 (S): -0.2583, atom 4 (H): 0.3228

***

--- Q ---
Molecular formula: C3H11N2S
Method: DFT, wB97M-V/def2-TZVPD

- HOMO level: -13.97 eV
- Total charge: +1

```
17
C3H11N2S (wB97M-V/def2-TZVPD)
C 0.670 -1.040 1.573
C 0.295 2.042 -0.244
C -0.351 -0.053 -1.393
N 0.415 -1.624 0.203
N -0.690 1.101 -0.865
S -1.549 -0.963 -2.225
H -0.272 -0.234 1.799
H 0.722 -1.922 2.290
H 1.608 -0.574 1.598
H -0.195 2.890 0.118
H 0.841 1.465 0.491
H 1.002 2.304 -1.070
H 0.715 -0.060 -1.838
H 1.328 -1.960 -0.119
H -0.181 -2.473 0.163
H -1.623 1.236 -0.479
H -2.594 -0.917 -1.380
```

Mulliken atomic charge list, values in e, 4 entries: atom 1 (C): -0.8102, atom 2 (C): -0.7698, atom 3 (C): 0.1219, atom 4 (N): -0.4673

***

The structure with the least stability is Q.

***

--- P ---
Molecular formula: C4H8NO3
Method: DFT, wB97M-V/def2-TZVPD

- HOMO level: -4.68 eV
- Total charge: -1

```
16
C4H8NO3 (wB97M-V/def2-TZVPD)
O 1.858 -0.833 1.432
C 1.742 -0.245 0.357
O 2.460 0.630 -0.176
C 0.396 -0.467 -0.448
C -0.595 0.640 -0.003
C -0.902 0.570 1.476
O -1.799 0.452 -0.772
N -0.332 -1.582 -0.786
H 0.947 0.421 -2.234
H -0.164 1.613 -0.290
H -1.655 1.309 1.745
H -1.370 -0.415 1.712
H 0.010 0.636 2.046
H -1.619 -0.513 -1.019
H 0.232 -2.077 -1.473
H 0.792 -0.138 -1.569
```

Mulliken atomic charge list, values in e, 4 entries: atom 1 (O): -0.6616, atom 2 (C): 0.3520, atom 3 (O): -0.7109, atom 4 (C): 1.0875

***

--- Q ---
Molecular formula: C4H8NO3
Method: DFT, wB97M-V/def2-TZVPD

- HOMO level: -4.74 eV
- Total charge: -1

```
16
C4H8NO3 (wB97M-V/def2-TZVPD)
C -2.928 0.378 -0.788
C -1.460 0.808 -0.477
O -0.705 0.505 -1.440
O -1.261 1.464 0.563
H -3.149 0.762 -1.826
H -3.545 0.509 0.079
H -2.794 -0.656 -1.084
C 1.885 0.333 1.440
C 2.088 -0.831 0.513
O 2.919 -1.716 0.789
N 1.379 -1.083 -0.632
H 1.681 -1.881 -1.155
H 0.533 -0.530 -0.988
H 1.882 0.014 2.498
H 0.881 0.805 1.352
H 2.594 1.119 1.155
```

Mulliken atomic charge list, values in e, 4 entries: atom 1 (C): -0.9989, atom 2 (C): 0.6695, atom 3 (O): -0.8424, atom 4 (O): -0.7020

***

The structure with the least stability is P.